8 unconnected molecules or ions with the total composition C8H32N16O8 at a distorted geometry, computed with ωB97M-V/def2-TZVPD.

Geometry as XYZ:
```
64
Properties=species:S:1:pos:R:3:forces:R:3:lowdin_spin:R:1
C 1.78864 0.86150 0.12091 -2.24 0.64 0.48 0.01
O 0.59025 0.72464 0.28700 -1.77 0.07 0.43 0.00
N 2.55568 -0.07408 -0.33246 1.56 -3.37 -1.72 0.01
N 2.45822 1.97195 0.36901 1.52 1.91 0.45 0.01
H 3.55205 0.07118 -0.41140 0.32 -0.19 -0.30 0.00
H 2.14220 -0.83003 -0.85942 0.01 0.15 0.41 0.00
H 3.44450 1.83255 0.20192 0.06 1.09 0.42 0.00
H 2.09737 2.74820 0.90502 0.11 -0.37 -0.14 0.01
C 5.17796 2.99896 2.13090 0.73 -1.24 -3.21 0.11
O 4.74259 2.00242 2.62830 -1.17 -3.35 2.33 0.03
N 5.56339 3.01190 0.84313 -0.14 0.11 -0.63 0.05
N 5.30777 4.14340 2.69924 0.19 3.18 2.06 0.05
H 5.61983 2.10707 0.39793 0.28 0.02 -0.58 0.01
H 6.00649 3.86330 0.52868 0.32 -0.62 -0.57 0.06
H 5.09362 4.16846 3.68595 -0.28 0.67 -0.25 0.01
H 5.18293 4.87935 2.01887 0.14 0.83 0.99 0.05
C 1.03966 1.36075 4.33986 -1.71 0.28 2.37 0.00
O 0.64544 1.48135 5.49792 -1.27 0.37 1.83 0.00
N 2.13029 0.75859 4.05802 4.18 -2.29 0.59 0.00
N 0.38235 1.63556 3.28218 -2.29 2.04 -2.42 0.00
H 2.71644 1.16995 3.34577 0.66 -0.46 0.27 0.00
H 2.39230 0.35167 4.94451 1.83 -0.30 -0.30 0.00
H 0.74843 1.06994 2.52974 -1.50 0.53 -1.08 0.00
H -0.52471 2.04183 3.46183 0.18 -0.32 -1.20 0.00
C 6.20661 -0.19719 5.57860 0.85 -1.43 2.32 0.03
O 6.38206 -0.92024 6.57194 1.29 -0.76 -0.92 0.01
N 5.23566 0.63797 5.61575 -4.01 3.29 0.19 0.00
N 6.86098 -0.06341 4.44542 3.32 -1.34 -2.40 0.03
H 5.03020 1.16389 4.77831 -0.40 0.03 0.16 0.00
H 4.48035 0.28096 6.18331 -0.38 0.43 0.10 0.00
H 6.60005 0.59198 3.72260 -0.10 -0.04 0.24 0.03
H 7.72394 -0.56118 4.27923 -0.15 0.06 0.11 0.05
C 5.71712 -0.74558 0.26337 -0.76 2.53 -2.37 0.13
O 5.26784 0.15545 -0.45262 -0.54 1.49 -0.72 0.05
N 5.48892 -0.78987 1.53714 -0.55 -0.46 2.87 0.03
N 6.46696 -1.67847 -0.23621 1.43 -2.78 0.35 0.07
H 5.96764 -1.48723 2.08904 -0.24 0.28 0.44 0.04
H 4.94440 -0.05645 1.96808 0.14 0.06 0.08 0.00
H 6.73359 -2.24831 0.55391 1.12 -1.05 -0.97 0.06
H 6.86882 -1.72816 -1.16149 -0.21 0.27 0.43 0.02
C -2.43964 3.90046 6.41166 1.49 0.43 0.86 0.00
O -1.40521 4.51709 6.35839 1.09 0.36 -0.06 0.00
N -3.61622 4.44920 6.28250 -3.93 2.83 -0.97 0.00
N -2.55539 2.64112 6.77887 1.57 -3.06 0.27 0.00
H -3.71794 5.29573 6.82393 -0.46 0.07 -0.75 0.00
H -4.40555 3.90601 5.96311 0.02 0.35 0.53 0.00
H -1.64026 2.31014 7.04923 -0.24 -0.91 0.10 0.00
H -3.42471 2.25048 7.11319 0.57 0.04 0.05 0.00
C 2.83277 -0.31016 8.01939 -0.60 -0.93 -2.48 0.00
O 3.19036 -0.61605 6.88816 -0.35 -0.10 -0.84 0.00
N 1.63465 0.13047 8.30468 -2.47 1.12 -0.33 0.00
N 3.54100 -0.54987 9.05903 3.10 -0.76 3.31 0.00
H 1.42120 0.39792 9.25495 -0.58 0.06 -0.69 0.00
H 1.08261 0.24739 7.46702 -0.54 0.79 0.39 0.00
H 3.25645 -0.14237 9.93827 0.70 -0.58 -0.03 0.00
H 4.35233 -1.12608 8.88637 0.30 0.46 0.54 0.00
C -2.45378 -0.47450 4.50828 -0.37 -3.20 0.51 0.00
O -3.12790 -1.33431 3.94696 0.17 0.19 0.31 0.00
N -1.66593 -0.66263 5.59342 0.68 -1.00 1.85 0.00
N -2.35811 0.76759 4.15126 -0.63 3.97 -1.72 0.00
H -1.10066 0.10315 5.93131 0.24 -0.20 -0.23 0.00
H -1.58873 -1.53016 6.10483 -0.24 0.10 -0.57 0.00
H -1.95396 1.41439 4.81339 -0.22 0.15 -0.34 0.00
H -2.94363 1.11437 3.40494 0.18 -0.12 0.19 0.00
```
Positions in Å, forces in eV/Å.

Calculated values
**Net charge**: -1
**Electronic energy**: -1802.235520 a.u.
**Multiplicity**: 2
**HOMO energy (alpha / beta)**: 0.4 / -6.7 eV
**Relative energy (zero: lowest compared OMol25 entry of this formula, charge and spin)**: 9.05 kcal/mol

***

2 unconnected molecules or ions with the total composition CH3N3O3 at a distorted geometry, computed with ωB97M-V/def2-TZVPD.

Geometry as XYZ:
```
10
Properties=species:S:1:pos:R:3:forces:R:3:nbo_charge:R:1
N -0.73127 -0.49123 1.46393 1.28 0.45 0.59 -0.69
N -0.55881 0.83171 0.91506 -0.20 -1.88 1.47 0.64
O -0.95491 1.02803 -0.20959 -0.14 0.63 0.72 -0.39
O -0.05075 1.58732 1.72653 -0.28 -0.10 -1.42 -0.37
H -1.20680 -1.22801 0.93140 0.60 0.96 -0.39 0.40
H 0.17008 -0.73354 1.94176 -1.50 0.20 -0.61 0.40
N 0.29479 -0.24320 -2.19712 3.79 -3.94 1.10 -0.74
C 1.20322 -0.40289 -1.41614 -0.14 -0.85 -1.05 0.85
O 2.10799 -0.80915 -0.79731 -0.28 0.55 0.30 -0.52
H -0.27354 0.46095 -2.35853 -3.13 3.98 -0.71 0.41
```
Positions in Å, forces in eV/Å.

Calculated values
**Electronic energy**: -429.769524 a.u.
**Structure (SMILES)**: N[N+](=O)[O-].N=C=O
**HOMO energy**: -11.0 eV
**Relative energy (zero: lowest compared OMol25 entry of this formula, charge and spin)**: 29.03 kcal/mol

***

C12H21N3O2S in the gas phase, computed with ωB97M-V/def2-TZVPD.

Geometry as XYZ:
```
39
Properties=species:S:1:pos:R:3:forces:R:3:nbo_charge:R:1
C 2.77153 0.49735 -2.98707 0.08 0.03 -0.05 -0.38
C 1.96505 -0.53661 -2.84293 -0.16 -0.06 0.05 -0.19
C 0.49261 -0.42449 -2.58086 0.11 0.23 -0.41 -0.27
N 0.09963 -1.20888 -1.43899 -0.39 -0.69 0.44 -0.39
C 0.34754 -0.95758 -0.11446 -0.07 -0.17 0.18 0.39
C 1.03965 0.26580 0.35314 0.00 0.08 0.20 -0.48
C 1.29413 0.24189 1.85972 0.10 0.32 -0.08 -0.42
C 1.50331 1.64906 2.43720 -0.44 -0.15 -0.43 0.09
O 2.17974 1.59683 3.67127 0.03 0.01 0.42 -0.70
C 0.17288 2.40298 2.60438 0.31 0.12 0.18 -0.08
O -0.37407 2.69397 1.33927 0.11 -0.14 -0.03 -0.56
C -1.62315 3.35252 1.36917 -0.36 0.11 0.07 -0.05
C -2.80106 2.45559 1.76609 0.41 -0.04 -0.20 -0.43
C -2.89888 1.22023 0.87860 -0.03 0.18 0.21 -0.61
N -0.13931 -1.89554 0.63516 0.27 0.30 0.68 -0.29
N -0.71149 -2.78464 -0.21674 0.31 0.63 -0.71 -0.39
C -0.58504 -2.40071 -1.51032 -0.10 -0.09 0.27 0.22
S -1.13000 -3.15949 -2.85759 -0.28 -0.47 -0.67 -0.27
H 3.82062 0.37509 -3.19300 0.20 -0.08 -0.05 0.21
H 2.41177 1.51142 -2.91985 -0.13 0.20 0.06 0.19
H 2.33576 -1.55011 -2.91547 0.10 -0.12 -0.04 0.21
H 0.20114 0.61802 -2.42502 -0.01 -0.08 -0.04 0.21
H -0.06428 -0.83771 -3.43204 0.01 0.13 0.19 0.27
H 0.41150 1.12904 0.11536 0.07 -0.09 -0.11 0.26
H 1.97781 0.38156 -0.19500 -0.04 0.02 0.00 0.24
H 0.44679 -0.23622 2.35528 0.01 -0.01 0.11 0.22
H 2.18298 -0.35428 2.07343 -0.04 -0.01 0.04 0.22
H 2.15565 2.22955 1.77730 -0.08 -0.01 0.00 0.18
H 1.67450 1.04323 4.27850 0.05 0.00 -0.02 0.46
H 0.36050 3.33608 3.15894 -0.02 -0.12 -0.04 0.18
H -0.51494 1.78381 3.19978 0.05 0.00 0.00 0.16
H -1.76756 3.71052 0.34592 -0.06 0.05 0.10 0.19
H -1.57333 4.22126 2.04203 0.04 -0.03 -0.09 0.17
H -2.70203 2.15071 2.80972 -0.08 0.07 0.06 0.20
H -3.71223 3.05022 1.68215 -0.01 0.06 0.08 0.21
H -2.00242 0.61211 0.97323 0.07 -0.13 -0.03 0.21
H -3.75652 0.61553 1.16291 -0.05 -0.11 -0.04 0.21
H -3.01051 1.50945 -0.16404 -0.01 -0.03 -0.16 0.20
H -1.15906 -3.61888 0.12201 0.03 0.08 -0.13 0.43
```
Positions in Å, forces in eV/Å.

Calculated values
**Electronic energy**: -1182.761401 a.u.
**Structure (SMILES)**: C=CCn1c(CC[C@H](O)COCCC)n[nH]c1=S
**HOMO energy**: -7.9 eV
**Relative energy (zero: lowest compared OMol25 entry of this formula, charge and spin)**: 27.27 kcal/mol

***

5 unconnected molecules or ions with the total composition C17H39F3N4O6P at a distorted geometry, computed with ωB97M-V/def2-TZVPD.

Geometry as XYZ:
```
70
Properties=species:S:1:pos:R:3:forces:R:3:nbo_charge:R:1
F -2.67005 0.75670 -1.12079 0.29 0.09 0.28 -0.38
C -1.71071 0.68889 -0.11687 0.02 -0.32 -0.22 0.99
F -1.95358 1.74182 0.67845 0.05 -0.14 -0.32 -0.32
F -0.53200 0.90890 -0.75424 -0.32 0.17 0.21 -0.34
C -1.76570 -0.66067 0.56991 -0.63 -0.08 0.04 -0.50
C -1.98447 -0.64742 2.08425 0.74 0.36 -0.23 -0.71
P -0.52858 -0.05258 3.19645 -1.21 0.18 1.21 1.20
O 0.69128 -0.46899 2.02708 -0.25 -0.62 0.12 -0.85
C 1.77336 -1.01642 2.76358 -0.07 0.18 -0.57 -0.11
C 2.02686 0.08727 3.77713 0.10 0.44 -0.87 -0.08
O 0.78455 0.41743 4.31243 0.17 -0.03 0.33 -0.83
H -0.88657 -1.23284 0.29795 0.34 0.16 0.09 0.25
H -2.60869 -1.17001 0.09998 -0.10 -0.02 -0.12 0.20
H -2.86987 -0.06660 2.33500 -0.16 0.08 -0.01 0.20
H -2.14548 -1.68513 2.36623 -0.16 -0.13 0.13 0.20
H -0.49177 -1.36400 3.82205 0.33 -0.14 -0.42 -0.19
H -1.49319 0.31415 4.24262 0.11 -0.04 -0.10 -0.19
H -0.62549 1.31340 2.74578 0.36 -0.16 -0.39 -0.16
H 1.50979 -1.98740 3.18253 0.01 0.14 0.24 0.20
H 2.58561 -1.18501 2.05103 0.29 0.15 0.12 0.15
H 2.37529 0.92864 3.15208 0.26 0.13 0.14 0.13
H 2.81911 -0.10074 4.50625 -0.21 -0.27 0.40 0.14
C 2.23151 -5.23352 2.64046 -0.14 0.00 0.03 0.53
O 1.60112 -4.23397 2.90833 0.03 -0.24 -0.01 -0.60
N 3.41875 -5.24690 2.00053 0.11 -0.16 -0.01 -0.44
C 4.11037 -6.48553 1.70592 0.10 0.40 0.00 -0.40
C 3.99946 -3.97622 1.60134 -0.13 -0.02 0.06 -0.42
H 1.87482 -6.24882 2.90143 0.03 -0.01 -0.01 0.09
H 5.09239 -6.49635 2.18696 0.01 -0.05 -0.03 0.18
H 4.24423 -6.59733 0.62853 0.02 -0.12 0.01 0.19
H 3.53204 -7.32740 2.06756 -0.01 -0.05 -0.02 0.22
H 4.16186 -3.34347 2.47461 0.00 0.05 -0.03 0.22
H 3.32406 -3.44696 0.92853 0.02 0.06 0.02 0.22
H 4.94756 -4.15618 1.09952 0.01 -0.04 0.00 0.19
C 1.96876 -9.75910 1.55692 0.03 0.02 0.03 0.53
O 2.90326 -9.29952 0.92737 -0.01 -0.11 -0.02 -0.63
N 0.67539 -9.57717 1.23655 -0.11 -0.06 0.04 -0.43
C -0.40206 -10.13959 2.02476 0.01 0.13 -0.15 -0.40
C 0.35840 -8.78228 0.06025 0.14 -0.01 0.04 -0.42
H 2.10956 -10.36547 2.46815 -0.01 -0.02 -0.02 0.11
H -1.00637 -10.81349 1.41385 -0.03 -0.02 0.05 0.19
H -1.04280 -9.34502 2.41123 -0.03 -0.04 0.04 0.20
H 0.00602 -10.69886 2.86394 0.03 0.00 0.01 0.21
H 0.80127 -9.23338 -0.82806 -0.01 0.03 -0.02 0.21
H 0.76169 -7.77518 0.16631 -0.02 0.02 -0.04 0.22
H -0.72031 -8.72785 -0.05860 -0.02 -0.01 0.03 0.21
C -3.51401 5.11982 -2.07189 -0.10 0.00 -0.01 0.53
O -4.11062 6.17229 -2.25036 0.02 0.01 -0.01 -0.66
N -2.18218 5.00143 -1.99635 0.08 -0.10 0.03 -0.42
C -1.52866 3.71923 -1.78476 0.14 0.42 -0.10 -0.41
C -1.37705 6.20433 -2.13153 -0.27 -0.15 0.18 -0.42
H -4.03939 4.15740 -1.95672 0.00 0.00 0.01 0.11
H -0.94246 3.74640 -0.86681 0.01 -0.12 0.01 0.21
H -0.86542 3.50067 -2.62454 0.02 -0.07 0.04 0.19
H -2.26785 2.93289 -1.70750 -0.09 -0.03 0.01 0.23
H -1.64522 6.91218 -1.34339 0.07 0.04 -0.03 0.20
H -1.56285 6.66880 -3.09178 0.06 0.05 -0.07 0.22
H -0.32376 5.95219 -2.05154 0.01 -0.05 -0.02 0.21
C -0.90318 9.11750 -4.00890 -0.01 -0.09 0.12 0.53
O -0.25928 8.13981 -4.33316 0.10 0.16 -0.17 -0.62
N -1.36175 10.04918 -4.86811 -0.03 0.15 0.01 -0.43
C -2.13446 11.19013 -4.42484 0.07 -0.08 -0.18 -0.40
C -1.06900 9.88953 -6.28118 0.03 -0.10 0.10 -0.42
H -1.17963 9.32163 -2.96064 -0.01 0.01 -0.01 0.11
H -3.12059 11.18607 -4.89376 -0.03 0.05 0.05 0.20
H -1.62373 12.11992 -4.68636 -0.05 0.04 0.04 0.19
H -2.26249 11.15231 -3.34548 0.00 -0.03 0.02 0.22
H -1.47986 8.94794 -6.64635 0.02 0.01 -0.04 0.22
H 0.00933 9.87282 -6.44313 -0.01 -0.01 -0.05 0.21
H -1.50663 10.71567 -6.83620 -0.02 0.03 0.02 0.20
```
Positions in Å, forces in eV/Å.

Calculated values
**Net charge**: -1
**Electronic energy**: -1982.556677 a.u.
**HOMO energy**: -3.7 eV

***

What is the formula in the fourth record?
C17H39F3N4O6P